{
  "formula": "C6H6O",
  "method": "the ωB97M-V functional and the def2-TZVPD basis",
  "e_above_lowest_kj_mol": 387.2,
  "e_lumo_ha": 0.0386,
  "orbital_gap_ev": 10.28,
  "species": ["C", "C", "C", "C", "C", "O", "C", "H", "H", "H", "H", "H", "H"],
  "xyz": [[2.706, 0.639, 0.127], [1.531, 0.374, 0.041], [0.136, 0.028, -0.093], [-0.994, 1.036, -0.265], [-1.096, 0.045, 0.820], [-1.568, -1.196, 0.322], [-0.373, -1.357, -0.465], [3.746, 0.879, 0.221], [-1.761, 0.933, -1.029], [-0.697, 2.033, 0.059], [-1.296, 0.275, 1.857], [0.252, -2.154, -0.048], [-0.593, -1.550, -1.517]],
  "mulliken_charge": [0.07, -1.13, 0.70, -0.64, -0.06, -0.42, -0.38, 0.43, 0.21, 0.31, 0.37, 0.30, 0.24]
}


{
  "formula": "C6H6O",
  "method": "the ωB97M-V functional and the def2-TZVPD basis",
  "e_above_lowest_kj_mol": 584.9,
  "e_lumo_ha": [-0.0199, -0.0198],
  "orbital_gap_ev": [7.33, 7.34],
  "species": ["C", "C", "C", "C", "C", "O", "C", "H", "H", "H", "H", "H", "H"],
  "xyz": [[-1.217, -1.024, -1.734], [-0.953, -1.656, -0.633], [-0.145, -0.746, 0.154], [-0.129, -0.227, 1.390], [0.684, 1.032, 1.389], [1.158, 1.182, 0.039], [0.626, 0.207, -0.706], [-1.782, -1.125, -2.649], [-0.628, -0.603, 2.277], [0.149, 1.943, 1.682], [1.577, 0.939, 2.016], [1.257, -0.052, -1.555], [-0.596, 0.129, -1.670]],
  "mulliken_charge": [-0.37, -0.71, 0.79, -0.29, -0.35, -0.34, -0.48, 0.34, 0.40, 0.28, 0.25, 0.41, 0.07]
}


{
  "formula": "C6H6O",
  "method": "the ωB97M-V functional and the def2-TZVPD basis",
  "e_above_lowest_kj_mol": 675.1,
  "e_lumo_ha": 0.0202,
  "orbital_gap_ev": 8.37,
  "species": ["O", "C", "C", "C", "C", "C", "C", "H", "H", "H", "H", "H", "H"],
  "xyz": [[1.987, -1.009, -0.273], [1.394, 0.110, 0.346], [-0.083, 0.265, 0.035], [-0.810, -0.833, -0.257], [-1.332, -1.755, -0.970], [-0.734, 1.490, 0.324], [-1.244, 2.531, 0.659], [1.522, -1.798, 0.036], [1.487, 0.065, 1.441], [1.950, 0.987, 0.004], [-0.552, -0.775, -1.510], [-1.880, -2.704, -0.837], [-1.707, 3.426, 1.003]],
  "mulliken_charge": [-0.52, -0.44, -0.12, -0.02, -0.64, -0.52, 0.25, 0.33, 0.23, 0.35, 0.37, 0.30, 0.43]
}


{
  "formula": "C6H6O",
  "method": "the ωB97M-V functional and the def2-TZVPD basis",
  "smiles": "C#CC(=C)[C@@H]1CO1",
  "e_above_lowest_kj_mol": 348.4,
  "e_lumo_ha": 0.0296,
  "orbital_gap_ev": 10.02,
  "species": ["C", "C", "C", "C", "C", "O", "C", "H", "H", "H", "H", "H", "H"],
  "xyz": [[2.866, -0.181, 0.858], [1.715, -0.293, 0.508], [0.356, -0.421, 0.045], [-0.351, 0.844, -0.355], [-1.784, 1.089, -0.116], [-1.306, 0.690, -1.390], [-0.224, -1.611, -0.137], [3.887, -0.086, 1.163], [0.305, 1.711, -0.453], [-2.376, 0.346, 0.425], [-2.153, 2.117, -0.072], [0.305, -2.541, 0.052], [-1.238, -1.663, -0.528]],
  "mulliken_charge": [0.21, -0.63, 0.20, 0.02, -0.38, -0.41, -0.96, 0.42, 0.40, 0.22, 0.26, 0.33, 0.31]
}


{
  "formula": "C6H6O",
  "method": "the ωB97M-V functional and the def2-TZVPD basis",
  "smiles": "C#CC(C#C)CO",
  "e_above_lowest_kj_mol": 401.0,
  "e_lumo_ha": 0.0327,
  "orbital_gap_ev": 10.95,
  "species": ["O", "C", "C", "C", "C", "C", "C", "H", "H", "H", "H", "H", "H"],
  "xyz": [[-2.153, -0.657, 0.432], [-0.860, -0.482, 0.939], [0.206, -0.449, -0.209], [-0.114, 0.623, -1.138], [-0.470, 1.360, -2.014], [1.554, -0.273, 0.390], [2.638, -0.145, 0.905], [-2.336, 0.088, -0.159], [-0.782, 0.437, 1.557], [-0.648, -1.331, 1.593], [0.094, -1.282, -0.984], [-0.742, 2.155, -2.657], [3.612, -0.043, 1.344]],
  "mulliken_charge": [-0.50, -0.57, 0.66, -1.23, 0.24, -0.89, 0.26, 0.33, 0.29, 0.33, 0.17, 0.48, 0.43]
}


{
  "formula": "C6H6O",
  "method": "the ωB97M-V functional and the def2-TZVPD basis",
  "smiles": "C#CC(C#C)CO",
  "e_above_lowest_kj_mol": 400.8,
  "e_lumo_ha": 0.0334,
  "orbital_gap_ev": 10.89,
  "species": ["O", "C", "C", "C", "C", "C", "C", "H", "H", "H", "H", "H", "H"],
  "xyz": [[2.155, -1.102, -0.092], [1.486, 0.004, 0.460], [0.189, 0.303, -0.330], [-0.717, -0.874, -0.290], [-1.612, -1.628, -0.017], [-0.661, 1.350, 0.268], [-1.520, 2.046, 0.748], [1.518, -1.832, -0.105], [1.220, -0.160, 1.514], [2.173, 0.858, 0.409], [0.472, 0.578, -1.358], [-2.479, -2.193, 0.275], [-2.276, 2.686, 1.149]],
  "mulliken_charge": [-0.51, -0.68, 0.63, -1.06, 0.25, -0.90, 0.21, 0.34, 0.31, 0.33, 0.24, 0.41, 0.42]
}


{
  "formula": "C6H6O18Zn",
  "method": "the ωB97M-V functional and the def2-TZVPD basis",
  "total_charge": -4,
  "e_above_lowest_kj_mol": 0.0,
  "e_lumo_ha": 0.3357,
  "orbital_gap_ev": 5.10,
  "species": ["Zn", "O", "C", "O", "O", "H", "O", "C", "O", "O", "H", "O", "C", "O", "O", "H", "O", "C", "O", "O", "H", "O", "C", "O", "O", "H", "O", "C", "O", "O", "H"],
  "xyz": [[0.160, 0.230, -0.271], [-2.093, 2.850, 0.848], [-1.171, 2.355, 1.746], [-1.357, 2.269, 2.990], [-0.102, 1.822, 1.320], [-1.594, 2.782, 0.024], [2.357, 2.679, -2.989], [2.221, 1.555, -2.215], [1.142, 1.493, -1.561], [3.110, 0.697, -2.192], [1.438, 2.975, -2.902], [-3.911, 0.715, 0.176], [-2.951, -0.095, -0.361], [-1.850, 0.383, -0.755], [-3.303, -1.284, -0.489], [-4.497, -0.043, 0.340], [-1.794, -2.480, 2.227], [-0.772, -1.571, 2.203], [-0.229, -1.268, 1.106], [-0.467, -1.012, 3.271], [-2.163, -2.439, 3.113], [1.047, -2.420, -3.563], [0.242, -2.217, -2.488], [0.667, -1.406, -1.641], [-0.905, -2.725, -2.422], [0.554, -2.903, -4.231], [4.091, -0.658, 1.388], [2.928, -0.015, 1.598], [2.613, 0.206, 2.801], [2.152, 0.151, 0.639], [4.436, -0.627, 2.292]],
  "mulliken_charge": [2.08, -0.49, 0.52, -0.75, -0.56, 0.31, -0.57, 0.68, -0.58, -0.66, 0.30, -0.46, 0.70, -0.66, -0.77, 0.24, -0.45, 0.47, -0.54, -0.73, 0.24, -0.45, 0.44, -0.60, -0.76, 0.23, -0.45, 0.43, -0.81, -0.58, 0.22]
}


{
  "formula": "C6H6O2",
  "method": "the ωB97M-V functional and the def2-TZVPD basis",
  "smiles": "c1occ2c1COC2",
  "e_above_lowest_kj_mol": 392.5,
  "e_lumo_ha": 0.0328,
  "orbital_gap_ev": 9.60,
  "species": ["C", "C", "C", "C", "C", "C", "H", "H", "H", "H", "H", "H", "O", "O"],
  "xyz": [[-0.051, 1.424, -0.972], [-1.918, 0.254, 0.311], [-0.468, -0.424, 0.391], [0.314, -1.312, 1.145], [1.625, -0.349, -0.298], [0.425, 0.112, -0.560], [0.438, 2.261, -0.084], [0.354, 1.639, -2.042], [-2.175, 0.466, 1.181], [-2.552, -0.452, -0.161], [-0.017, -2.230, 1.531], [2.664, -0.202, -0.589], [-1.443, 1.247, -0.806], [1.658, -1.211, 0.813]],
  "mulliken_charge": [-0.26, -0.58, 0.27, -0.61, -0.74, 0.61, 0.21, 0.29, 0.48, 0.27, 0.32, 0.40, -0.38, -0.28]
}